# 1
Here is a 2-piece molecular cluster, C24H32BN2O10S2 overall from the OMol25 dataset. Energies are from ωB97M-V/def2-TZVPD.

Last column: Löwdin charge in e.
CARTESIAN COORDINATES (ANGSTROEM)
C -3.17 -5.37 0.91  -0.08
C -2.40 -4.45 -0.05  -0.28
N -3.31 -4.07 -1.15  -0.23
C -2.61 -3.79 -2.42  -0.23
C -1.68 -2.56 -2.40  -0.07
C -4.22 -3.06 -0.80  -1.09
S -5.72 -3.09 -1.47  0.67
S -3.78 -1.77 0.34  0.93
C -5.30 -1.28 1.22  -0.45
C -5.05 0.12 1.83  -0.23
C -4.04 0.11 3.03  -0.09
C -2.77 0.89 2.66  -0.47
O -2.69 2.06 2.94  0.12
O -1.84 0.18 1.98  -0.03
C -0.48 0.46 2.37  -0.29
C -0.12 -0.49 3.54  -0.14
C 1.36 -0.47 3.93  -0.27
N 1.67 -1.46 4.99  -0.02
C 0.42 0.14 1.17  -0.08
C 0.05 0.83 -0.13  -0.19
C -1.12 0.66 -0.83  -0.08
C -1.40 1.29 -2.02  -0.08
C -0.45 2.13 -2.57  -0.06
C 0.74 2.33 -1.88  -0.27
C 1.76 3.25 -2.52  -0.04
C 0.99 1.70 -0.69  0.01
H -2.48 -6.01 1.48  0.07
H -3.75 -6.06 0.29  0.08
H -3.84 -4.80 1.55  0.06
H -1.92 -3.60 0.45  0.08
H -1.60 -5.05 -0.49  0.12
H -3.34 -3.74 -3.23  0.11
H -1.98 -4.67 -2.61  0.11
H -2.22 -1.66 -2.74  0.07
H -1.18 -2.38 -1.45  0.06
H -0.91 -2.72 -3.17  0.08
H -5.48 -2.01 2.01  0.08
H -6.12 -1.20 0.51  0.04
H -6.02 0.53 2.14  0.11
H -4.65 0.82 1.08  0.12
H -4.49 0.65 3.86  0.12
H -3.83 -0.91 3.38  0.12
H -0.31 1.49 2.70  0.16
H -0.69 -0.22 4.44  0.12
H -0.39 -1.49 3.19  0.12
H 1.66 0.54 4.27  0.12
H 2.03 -0.72 3.09  0.10
H 0.81 -1.81 5.40  0.05
H 2.06 -2.27 4.52  0.06
H 1.46 0.39 1.37  0.11
H 0.41 -0.96 1.02  0.13
H -1.86 -0.02 -0.42  0.05
H -2.35 1.09 -2.51  0.10
H -0.63 2.62 -3.52  0.11
H 1.95 2.89 -3.54  0.09
H 1.32 4.25 -2.63  0.08
H 2.72 3.24 -2.00  0.07
H 1.94 1.87 -0.18  0.12
B 6.83 3.66 -2.33  -0.87
O 7.95 3.63 -3.30  0.23
C 8.19 4.88 -3.69  -0.40
O 9.04 5.21 -4.47  0.14
C 7.23 5.81 -2.97  -0.40
O 7.18 7.00 -3.09  0.14
O 6.45 5.08 -2.19  0.23
O 5.70 2.84 -2.80  0.23
C 5.46 1.90 -1.89  -0.41
O 4.60 1.07 -1.97  0.13
C 6.46 2.06 -0.76  -0.40
O 6.52 1.37 0.22  0.14
O 7.25 3.09 -1.03  0.23

* net charge: -1
* highest occupied orbital energy: -6.999 eV
* orbital gap: 0.300 Eh

# 2
Here is an isolated ion of composition C4H8NO2 and charge +1 from the OMol25 dataset. Energies are from ωB97M-V/def2-TZVPD.

Last column: Löwdin charge in e.
CARTESIAN COORDINATES (ANGSTROEM)
C -0.59 -1.98 -0.73  -0.12
C 0.49 -1.01 -0.29  -0.30
C -1.12 0.92 -0.17  0.02
C 0.03 0.14 0.58  -0.26
N 1.18 1.02 0.69  0.18
O -1.68 -1.97 -0.22  0.14
O 1.61 -1.04 -0.70  0.16
H -0.15 -2.72 -1.40  0.15
H -0.80 1.03 -1.15  0.08
H -2.09 0.33 -0.17  0.12
H -1.22 1.91 0.15  0.08
H -0.11 -0.21 1.58  0.16
H 2.00 0.47 0.22  0.18
H 1.58 1.35 1.61  0.22
H 0.86 1.76 0.00  0.19

* net charge: +1
* highest occupied orbital energy: -14.656 eV
* SMILES: C[C@H]([NH3+])C(=O)C=O
* energy above the lowest of the compared OMol25 structures with the same formula, charge and spin: 1.9153 eV
* orbital gap: 0.349 Eh

# 3
Here is C44H43CsFGeN7O4SSi as an isolated structure from the OMol25 dataset. Energies are from ωB97M-V/def2-TZVPD.

Last column: Löwdin charge in e.
CARTESIAN COORDINATES (ANGSTROEM)
Cs -0.69 0.27 -0.52  1.60
C 0.64 1.17 3.72  -0.15
Si 1.06 -0.65 3.55  0.44
C 0.65 -1.57 5.15  -0.16
C 2.90 -0.75 3.35  -0.18
N 0.08 -1.31 2.20  -0.19
C -1.31 -1.16 2.31  -0.35
C -1.98 -0.66 3.44  -0.04
C -3.35 -0.47 3.47  -0.07
C -4.15 -0.78 2.38  -0.08
C -3.55 -1.32 1.26  -0.02
C -2.18 -1.50 1.27  -0.41
F -1.63 -2.06 0.15  -0.18
H 1.26 1.60 4.51  0.05
H -0.40 1.38 3.97  0.02
H 0.87 1.71 2.80  0.01
H 1.58 -1.93 5.61  0.03
H 0.01 -2.44 4.98  0.03
H 0.15 -0.94 5.88  0.03
H 3.28 -0.37 4.30  0.04
H 3.29 -0.13 2.54  0.00
H 3.31 -1.75 3.22  0.02
H -1.42 -0.43 4.33  0.07
H -3.80 -0.07 4.37  0.11
H -5.22 -0.63 2.40  0.11
H -4.10 -1.61 0.37  0.13
O 0.21 6.27 4.52  0.11
C -0.17 6.79 3.32  -0.48
O -0.34 7.97 3.21  0.12
C -0.37 5.81 2.21  -0.15
C -0.66 4.47 2.44  -0.03
C -0.80 3.60 1.37  -0.03
C -0.64 4.06 0.07  -0.27
C -0.40 5.41 -0.16  0.00
C -0.26 6.28 0.91  0.00
N -0.82 3.14 -0.98  0.02
C -0.09 3.18 -2.01  -0.12
C -0.27 2.21 -3.13  -0.31
C 0.64 2.22 -4.18  -0.02
C 0.54 1.25 -5.17  -0.04
C -0.47 0.31 -5.07  -0.04
C -1.35 0.39 -4.00  -0.14
N -1.26 1.32 -3.05  -0.03
H 0.39 5.33 4.42  0.09
H -0.79 4.07 3.44  0.12
H -0.99 2.55 1.58  0.08
H -0.33 5.79 -1.17  0.11
H -0.07 7.33 0.75  0.12
H 0.75 3.88 -2.13  0.13
H 1.42 2.97 -4.21  0.11
H 1.24 1.23 -5.99  0.11
H -0.58 -0.47 -5.81  0.11
H -2.17 -0.32 -3.91  0.11
N 7.75 1.23 -3.07  0.09
C 6.51 1.08 -2.46  -0.32
C 5.44 1.91 -2.81  -0.03
C 4.20 1.72 -2.24  -0.06
C 4.00 0.73 -1.30  -0.29
C 5.06 -0.10 -0.94  -0.05
C 6.30 0.07 -1.52  -0.02
S 2.41 0.47 -0.56  0.49
O 2.58 -0.68 0.32  -0.39
O 1.46 0.25 -1.65  -0.65
N 1.95 1.79 0.16  -0.12
C 2.79 2.43 1.03  -0.47
N 2.38 3.66 1.41  0.14
C 3.15 4.31 2.26  -0.14
C 4.34 3.79 2.76  -0.06
C 4.67 2.53 2.32  -0.13
N 3.91 1.83 1.47  0.12
H 7.94 2.14 -3.47  0.09
H 8.54 0.86 -2.56  0.09
H 5.59 2.69 -3.55  0.11
H 3.38 2.38 -2.53  0.11
H 4.90 -0.86 -0.19  0.11
H 7.12 -0.58 -1.23  0.11
H 2.81 5.30 2.56  0.11
H 4.96 4.35 3.44  0.09
H 5.58 2.04 2.67  0.11
Ge 0.82 -2.86 1.32  1.00
C -0.10 -4.30 2.30  -0.28
C 0.68 -5.04 3.19  -0.13
C 0.13 -6.05 3.97  -0.09
C -1.23 -6.34 3.89  -0.09
C -2.02 -5.61 3.01  -0.08
C -1.46 -4.61 2.22  -0.11
C 0.76 -3.27 -0.61  -0.28
C 1.78 -2.94 -1.49  -0.11
C 1.78 -3.42 -2.79  -0.07
C 0.77 -4.26 -3.23  -0.09
C -0.24 -4.62 -2.35  -0.08
C -0.24 -4.13 -1.06  -0.12
H 2.26 -2.97 1.81  0.02
H 1.74 -4.84 3.28  0.09
H 0.76 -6.61 4.65  0.10
H -1.66 -7.12 4.49  0.10
H -3.08 -5.83 2.93  0.10
H -2.12 -4.07 1.55  0.09
H 2.59 -2.30 -1.17  0.08
H 2.59 -3.14 -3.46  0.11
H 0.78 -4.64 -4.25  0.10
H -1.03 -5.29 -2.68  0.10
H -1.04 -4.45 -0.39  0.08

* net charge: 0
* highest occupied orbital energy: -8.080 eV
* energy above the lowest of the compared OMol25 structures with the same formula, charge and spin: 1.4686 eV
* orbital gap: 0.283 Eh